# 1
ORCA calculation (wB97M-V/def2-TZVPD) on the ion C5H8N2O2S with charge +2.

Structure (XYZ):
```
18
Properties=species:S:1:pos:R:3
C -0.502 0.570 0.746
C 2.814 0.471 -0.324
C 0.655 1.390 0.897
C -1.324 -1.592 -0.083
C -1.684 -2.194 -1.220
N 1.962 0.725 0.626
N -0.625 -0.504 0.181
O 3.718 -1.451 1.068
O 2.863 1.116 -1.518
S 4.190 -0.824 -0.144
H -1.495 1.072 1.057
H 0.443 2.292 0.262
H 0.717 1.644 1.948
H -1.563 -2.103 0.931
H 2.040 1.670 -1.669
H -2.189 -3.048 -1.031
H -1.258 -2.208 -2.231
H 2.095 -0.016 1.356
```

For the total energy, the calculation gives -852.6688 Ha. The highest occupied orbital energy (alpha / beta) comes out at -18.64 / -17.43 eV. As for the multiplicity: 1. Its charge is +2.

Atom charges from the natural (NBO) analysis, given in e for atoms 1 to 4: number 1, C, carries 0.21; number 2, C, carries 0.47; number 3, C, carries -0.30; number 4, C, carries 0.04


# 2
ORCA calculation (wB97M-V/def2-TZVPD) on a structure of composition C24H22AuBN7O2S2.

Structure (XYZ):
```
59
Properties=species:S:1:pos:R:3
Au -0.377 0.267 -1.336
O -5.262 -4.300 0.290
C -4.260 -4.173 1.003
O -3.818 -4.774 1.989
C -3.332 -3.009 0.539
C -3.673 -2.228 -0.558
C -2.815 -1.228 -0.953
N -1.638 -1.029 -0.318
C -1.366 -1.665 0.833
C -2.200 -2.680 1.265
C -0.272 -1.119 1.681
C 0.176 -1.800 2.809
C 1.104 -1.188 3.632
C 1.565 0.077 3.304
C 1.073 0.676 2.156
N 0.172 0.101 1.364
C -3.157 -0.198 -1.957
C -4.329 -0.219 -2.695
C -4.626 0.849 -3.524
C -3.746 1.918 -3.604
C -2.580 1.870 -2.869
N -2.300 0.843 -2.063
H -4.626 -2.437 -1.027
H -2.048 -3.230 2.185
H -0.203 -2.784 3.045
H 1.457 -1.691 4.524
H 2.282 0.596 3.925
H 1.405 1.666 1.866
H -5.000 -1.061 -2.615
H -5.538 0.846 -4.104
H -3.947 2.772 -4.234
H -1.832 2.650 -2.922
C 2.262 -3.290 0.604
N 2.888 -1.971 0.581
C 3.961 -1.591 1.344
C 4.337 -0.363 0.907
N 3.515 -0.001 -0.129
B 3.763 1.267 -1.034
N 2.761 2.399 -0.590
C 3.004 3.297 0.414
C 1.924 4.113 0.530
N 1.021 3.702 -0.417
C -0.289 4.296 -0.648
C 1.552 2.662 -1.094
S 0.799 1.902 -2.466
C 2.631 -0.990 -0.311
S 1.469 -1.170 -1.577
H 2.607 -3.811 1.492
H 2.548 -3.853 -0.281
H 1.181 -3.195 0.631
H 4.370 -2.228 2.108
H 5.144 0.271 1.228
H 3.568 0.988 -2.177
H 4.868 1.657 -0.780
H 3.936 3.297 0.952
H 1.731 4.947 1.180
H -0.397 5.149 0.015
H -1.071 3.570 -0.430
H -0.371 4.628 -1.680
```

For the total energy, the calculation gives -2418.3221 Ha. The highest occupied orbital energy comes out at -10.25 eV. As for the multiplicity: 1. Its charge is +1.

Atom charges from the natural (NBO) analysis, given in e for atoms 1 to 4: number 1, Au, carries 1.11; number 2, O, carries -0.70; number 3, C, carries 0.73; number 4, O, carries -0.71


# 3
ORCA calculation (wB97M-V/def2-TZVPD) on the ion C9H16N4 with charge +2.

Structure (XYZ):
```
29
Properties=species:S:1:pos:R:3
C 2.836 1.350 0.996
N 1.861 0.679 0.583
C 1.204 -0.364 1.340
C -0.153 -0.411 0.618
N -0.930 -1.621 0.461
C -0.578 -2.771 0.825
C -1.174 0.584 1.216
N -2.303 0.563 0.262
C -1.988 1.258 -1.019
C -0.471 1.358 -1.248
C 0.222 0.106 -0.795
N 0.758 -0.657 -1.641
C 1.519 -1.253 -2.413
H 3.270 2.093 0.341
H 3.285 1.225 1.980
H 1.129 -0.168 2.412
H 1.749 -1.301 1.204
H -1.283 -3.574 0.664
H 0.371 -3.028 1.293
H -1.504 0.215 2.190
H -0.766 1.586 1.339
H -3.171 0.929 0.667
H -2.405 -0.469 0.096
H -2.404 2.267 -1.006
H -2.458 0.709 -1.836
H -0.280 1.546 -2.305
H -0.053 2.199 -0.693
H 1.130 -2.008 -3.088
H 2.586 -1.043 -2.440
```

For the total energy, the calculation gives -570.8712 Ha. The highest occupied orbital energy comes out at -17.14 eV. As for the multiplicity: 1. Its charge is +2.

Atom charges from the natural (NBO) analysis, given in e for atoms 1 to 4: number 1, C, carries 0.06; number 2, N, carries -0.46; number 3, C, carries -0.28; number 4, C, carries 0.04


# 4
ORCA calculation (wB97M-V/def2-TZVPD) on a cluster of 2 separate species, C2H7N2S in total.

Structure (XYZ):
```
12
Properties=species:S:1:pos:R:3
C -0.323 1.487 -0.329
C -1.457 0.758 -0.855
N 0.324 1.754 0.754
N 0.727 -1.481 -0.374
S -0.311 1.684 -1.974
H -1.384 -0.323 -0.888
H -2.459 1.163 -0.749
H 0.017 1.382 1.647
H 1.176 2.308 0.741
H 1.669 -1.477 -0.751
H 0.239 -2.217 -0.878
H 0.806 -1.810 0.584
```

For the total energy, the calculation gives -587.8198 Ha. The highest occupied orbital energy comes out at -14.39 eV. As for the multiplicity: 1. Its charge is +1.

Atom charges from the natural (NBO) analysis, given in e for atoms 1 to 4: number 1, C, carries 0.21; number 2, C, carries -0.47; number 3, N, carries -0.65; number 4, N, carries -1.11


# 5
ORCA calculation (wB97M-V/def2-TZVPD) on the molecule C6H12N2.

Structure (XYZ):
```
20
Properties=species:S:1:pos:R:3
H -2.890 2.116 -0.062
N -1.993 1.636 -0.055
C -1.974 0.523 0.517
C -0.729 -0.317 0.629
C -1.001 -1.708 0.022
N 0.446 0.309 0.080
C 0.482 0.567 -1.338
C 1.634 0.194 0.756
C 2.859 0.383 0.271
H -2.846 0.043 0.990
H -0.555 -0.452 1.705
H -1.827 -2.195 0.535
H -1.248 -1.620 -1.033
H -0.112 -2.327 0.123
H 0.926 -0.264 -1.900
H 1.074 1.464 -1.518
H -0.528 0.752 -1.691
H 1.513 -0.044 1.806
H 3.059 0.618 -0.758
H 3.711 0.321 0.921
```

For the total energy, the calculation gives -345.2791 Ha. The highest occupied orbital energy comes out at -7.66 eV. As for the multiplicity: 1.

Atom charges from the natural (NBO) analysis, given in e for atoms 1 to 4: number 1, H, carries 0.35; number 2, N, carries -0.62; number 3, C, carries 0.15; number 4, C, carries -0.09


# 6
ORCA calculation (wB97M-V/def2-TZVPD) on the molecule C9H13N.

Structure (XYZ):
```
23
Properties=species:S:1:pos:R:3
C 0.099 -2.641 0.425
C -1.002 -1.890 0.199
C 1.276 -2.330 -0.341
C 1.012 2.401 -1.303
C 0.932 1.709 0.050
C -1.021 -0.874 -0.918
C -1.314 0.458 -0.244
C -0.068 0.939 0.513
C 0.112 0.179 1.868
N 2.142 -2.157 -1.055
H 0.124 -3.342 1.269
H -1.929 -2.087 0.869
H 2.004 2.485 -1.621
H 0.746 3.413 -1.146
H 1.758 2.067 0.786
H -0.033 -0.867 -1.436
H -1.858 -1.143 -1.712
H -1.639 1.214 -1.050
H -2.269 0.404 0.480
H 0.481 0.887 2.612
H 0.904 -0.521 1.736
H -0.752 -0.353 2.024
H 0.297 2.048 -2.004
```

For the total energy, the calculation gives -405.2542 Ha. The highest occupied orbital energy (alpha / beta) comes out at -6.15 / -8.92 eV. As for the multiplicity: 3.

Atom charges from the natural (NBO) analysis, given in e for atoms 1 to 4: number 1, C, carries -0.21; number 2, C, carries -0.14; number 3, C, carries 0.18; number 4, C, carries -0.65


# 7
ORCA calculation (wB97M-V/def2-TZVPD) on a structure of composition C6H10O.

Structure (XYZ):
```
17
Properties=species:S:1:pos:R:3
C 1.544 -1.223 -0.955
C 0.049 -1.345 -0.843
C 0.691 0.008 -0.856
C 0.739 0.841 0.394
C -0.534 1.452 0.933
C -0.378 0.648 1.984
O 0.787 0.011 1.607
H 2.128 -1.492 -0.080
H 2.019 -1.448 -1.905
H -0.512 -1.652 -1.721
H -0.350 -1.702 0.101
H 0.573 0.601 -1.762
H 1.607 1.509 0.400
H -1.236 2.201 0.604
H -2.779 0.544 -0.311
H -3.490 0.643 -0.516
H -0.856 0.406 2.927
```

For the total energy, the calculation gives -309.7233 Ha. The highest occupied orbital energy comes out at -8.94 eV. As for the multiplicity: 1.

Atom charges from the natural (NBO) analysis, given in e for atoms 1 to 4: number 1, C, carries -0.42; number 2, C, carries -0.42; number 3, C, carries -0.26; number 4, C, carries 0.10


# 8
ORCA calculation (wB97M-V/def2-TZVPD) on the molecule C24H34N2O5.

Structure (XYZ):
```
65
Properties=species:S:1:pos:R:3
C -0.656 -4.669 0.804
C -0.541 -3.495 -0.156
O -1.380 -2.409 0.245
C -2.674 -2.491 -0.106
O -3.120 -3.388 -0.772
C -3.486 -1.339 0.425
C -3.034 0.040 -0.114
N -1.729 0.370 0.437
C -1.439 0.446 1.748
O -2.266 0.364 2.636
C 0.041 0.664 2.085
C 0.390 2.152 2.166
C 0.290 2.795 0.792
C 0.909 2.008 -0.347
O 1.090 2.530 -1.431
N 1.142 0.686 -0.145
C 1.799 -0.071 -1.198
C 3.120 -0.651 -0.771
C 3.379 -2.004 -0.894
C 4.602 -2.539 -0.521
C 5.578 -1.706 -0.011
C 5.342 -0.348 0.125
C 4.118 0.191 -0.253
O 3.789 1.506 -0.148
C 4.770 2.428 0.254
C 1.018 -0.004 1.125
C -4.076 1.092 0.301
C -3.769 2.461 -0.297
C -3.691 2.382 -1.817
C -2.622 1.379 -2.237
C -2.915 0.003 -1.642
H -1.664 -5.075 0.773
H 0.046 -5.447 0.514
H -0.434 -4.348 1.818
H -0.821 -3.804 -1.169
H 0.475 -3.092 -0.156
H -3.398 -1.312 1.513
H -4.526 -1.520 0.153
H -0.966 0.386 -0.221
H 0.173 0.220 3.077
H -0.280 2.657 2.864
H 1.410 2.248 2.545
H -0.760 2.947 0.523
H 0.757 3.782 0.789
H 1.135 -0.877 -1.533
H 1.950 0.634 -2.022
H 2.616 -2.651 -1.304
H 4.787 -3.596 -0.629
H 6.535 -2.108 0.286
H 6.120 0.284 0.523
H 5.642 2.402 -0.405
H 4.295 3.406 0.181
H 5.088 2.255 1.288
H 2.004 -0.058 1.607
H 0.693 -1.029 0.919
H -5.057 0.763 -0.043
H -4.096 1.153 1.389
H -4.546 3.167 0.003
H -2.820 2.829 0.097
H -3.459 3.364 -2.232
H -4.660 2.069 -2.213
H -2.593 1.299 -3.326
H -1.642 1.738 -1.913
H -2.130 -0.701 -1.932
H -3.856 -0.371 -2.049
```

For the total energy, the calculation gives -1420.7201 Ha. The highest occupied orbital energy comes out at -8.80 eV. As for the multiplicity: 1.

Atom charges from the natural (NBO) analysis, given in e for atoms 1 to 4: number 1, C, carries -0.63; number 2, C, carries -0.08; number 3, O, carries -0.53; number 4, C, carries 0.81


Calculated values (Eh/bohr) of max |F| for the records, taken in order: 0.0933, 0.0027, 0.0172, 0.0095, 0.0160, 0.1594, 0.0065, 0.0131.
Calculated values (kJ/mol) of relative energy (zero: lowest compared OMol25 entry of this formula, charge and spin) for the records, taken in order: 87.6, 0.0, 15.2, 131.9, 128.1, 3.2, 312.5, 48.0.